No. 1
13
Properties=species:S:1:pos:R:3:mulliken_spin:R:1 method="wB97M-V/def2-TZVPD" s2=0.755 multiplicity=2 total_charge=+1 homo_lumo_gap_ev="8.78 / 3.90"
N 2.406 0.988 2.180 0.003
H 3.409 1.103 2.108 0.000
H 2.043 0.066 1.993 0.000
H 2.111 1.322 3.106 0.000
N 0.260 -0.315 -0.427 0.129
C -0.857 -0.151 -1.351 0.005
N -2.118 -0.557 -0.906 0.760
H -0.026 -0.290 0.581 -0.006
H 0.586 -1.267 -0.555 0.003
H -0.901 0.834 -1.553 0.077
H -0.647 -0.541 -2.359 0.079
H -2.212 -1.004 0.068 -0.022
H -3.056 -0.125 -1.210 -0.028

No. 2
15
Properties=species:S:1:pos:R:3:lowdin_charge:R:1 method="wB97M-V/def2-TZVPD" homo_lumo_gap_ev=9.55
N 0.751 -0.182 0.056 0.077
C 0.790 -0.856 1.316 -0.620
N -0.293 -1.659 1.554 0.120
N 1.680 -0.577 2.185 0.094
H 1.464 -0.535 -0.578 0.086
H -0.113 0.086 -0.384 0.048
H -0.997 -1.796 0.861 0.081
H -0.200 -2.227 2.382 0.096
H 2.338 0.032 1.721 0.030
H -0.845 -0.997 -2.255 0.013
H -2.211 -0.847 -3.081 0.030
O -1.671 -0.538 -2.365 -0.047
H 0.102 2.815 -1.115 0.013
H -1.414 3.138 -1.082 0.030
O -0.584 3.341 -1.515 -0.052

No. 3
15
Properties=species:S:1:pos:R:3:lowdin_charge:R:1 method="wB97M-V/def2-TZVPD" homo_lumo_gap_ev=8.96
N 0.549 1.810 -0.025 -0.032
N 0.222 0.025 -1.954 0.109
C 1.147 -0.153 -0.995 -0.261
N 1.296 0.629 0.062 -0.150
H 0.196 2.005 0.917 0.083
H 1.126 2.585 -0.343 0.081
H -0.392 0.815 -1.793 0.082
H -0.200 -0.805 -2.345 0.101
H 1.633 -1.126 -0.975 0.120
N -0.242 -1.247 1.105 -0.197
N -1.551 -0.618 1.019 -0.148
H -1.929 -0.412 1.947 0.039
H -2.235 -1.258 0.605 0.040
H -0.260 -2.000 1.800 0.018
H 0.640 -0.249 0.975 0.113